(i)
Molecular formula: C4H3BrO
Method: DFT, ωB97M-V/def2-TZVPD

```
! RIJCOSX wB97M-V def2-TZVPD def2/J DEFGRID3
* xyz 0 1
H 0.85568 1.72020 -0.17120
C 1.36939 -1.40781 0.00954
H -0.64905 -0.57651 0.90938
C 0.90425 0.63081 -0.06710
C 0.07338 -0.61733 -0.03450
O 1.55090 -2.58904 -0.02075
Br 4.40873 0.51269 -0.08852
C 1.98621 -0.12004 0.02497
H -0.63846 -0.63760 -0.81589
*
```

The HOMO energy comes out at -0.3710 Ha.

Atom charges from the Löwdin analysis, given in e for atoms 1 to 4: 0.135, -0.416, 0.166, -0.012

---

(ii)
Molecular formula: C4H3BrO
Method: DFT, ωB97M-V/def2-TZVPD

```
! RIJCOSX wB97M-V def2-TZVPD def2/J DEFGRID3
* xyz 0 1
C 0.33764 -0.15230 0.25291
Br 3.20237 -0.27470 0.17416
H 0.75956 0.14402 1.26617
C 1.41952 -0.69348 -0.46793
H -1.05544 -0.60805 -1.36758
O -0.97574 2.11199 0.20301
C -1.04647 -0.41488 -0.22105
H -1.80320 -1.09099 0.14221
C -0.83823 0.97838 0.01811
*
```

The HOMO energy comes out at -0.3054 Ha.

Atom charges from the Löwdin analysis, given in e for atoms 1 to 4: -0.408, 0.541, 0.135, -0.462

---

Most stable structure: (i)

---

(i)
Molecular formula: C17H20N6O5Pd
Method: DFT, ωB97M-V/def2-TZVPD

```
! RIJCOSX wB97M-V def2-TZVPD def2/J DEFGRID3
* xyz 0 1
H -1.15287 -2.79724 -3.18705
H 1.86337 -0.77342 0.08241
H 2.33523 -0.54311 2.53425
C 0.64625 1.01503 -3.90018
C -0.62423 1.65408 -6.38010
C -0.25444 0.14238 -4.51737
N -1.72458 -0.59353 -6.05664
C -0.52787 -1.91637 -3.05378
C 0.36618 -1.31935 4.48704
C -1.84662 1.61472 3.51259
C 0.88965 2.19941 -4.55895
N -0.87279 -1.23172 -1.82622
C 2.55158 0.69023 4.01780
C 1.12716 1.06700 4.41407
H -2.95418 -0.82015 -2.20783
O -0.90357 -2.89218 3.18706
H 0.49401 3.46166 -6.25661
H 1.57527 2.91257 -4.12103
H 0.84469 2.00496 3.93488
N 0.07292 0.08072 4.04984
H 3.17104 1.56859 4.20444
H 1.92901 -1.01080 -1.66737
H -1.94656 -0.25461 4.53843
H 2.93540 -0.09960 4.67173
N -1.64508 -1.48294 -5.14768
O -2.71663 2.35519 3.90490
C -0.03299 -0.91780 -0.81511
O 2.71128 0.34525 2.66213
H 1.52556 -2.36302 -0.58849
H -0.25382 -1.61969 5.32887
H 1.11971 0.79296 -2.95371
O -1.38105 1.56702 2.29065
Pd -0.20719 -0.02210 2.05390
H 1.09772 1.21208 5.50115
C -1.25253 0.58549 4.49610
C 0.06214 -2.16561 3.22290
N -0.75678 -1.08511 -4.20210
C -1.99738 -0.09308 -0.34138
C 1.40342 -1.29251 -0.75344
O 0.84203 -1.76622 2.22073
H 1.41621 -1.39291 4.74992
H 0.51443 -2.22314 -2.99367
C -2.12114 -0.71046 -1.53605
C 0.26613 2.51578 -5.78426
H -1.17998 1.03428 5.48810
C -0.88295 0.44965 -5.72213
N -0.69207 -0.22304 0.09342
H -1.11276 1.88869 -7.31575
H -2.72035 0.45196 0.23965
*
```

The HOMO energy comes out at -0.3499 Ha.

Atom charges from the Löwdin analysis, given in e for atoms 1 to 4: 0.144, 0.068, 0.040, -0.002

---

(ii)
Molecular formula: C17H20N6O5Pd
Method: DFT, ωB97M-V/def2-TZVPD

```
! RIJCOSX wB97M-V def2-TZVPD def2/J DEFGRID3
* xyz 0 1
H 1.68957 4.18472 2.46530
H -0.95263 1.65474 -0.60700
N 1.39662 2.20771 3.12473
N -0.54355 -4.10376 -4.76135
O -1.05473 3.16652 1.75386
H -4.66461 -4.74484 -2.75705
C 1.31620 -1.94214 -1.23183
H 1.58849 -2.02330 0.95826
H -0.08470 -0.14046 -3.70413
H -4.36644 -2.61708 -1.58688
C -1.66359 -3.88806 -3.98789
H 3.16504 1.19140 3.64444
C 0.44121 -1.04262 -3.39498
C -3.76171 -4.17672 -2.93616
C 2.42782 2.66602 1.03700
H 2.17338 1.67209 5.03576
H -1.58458 3.85337 3.58085
N -0.29437 -2.22223 -3.75668
C -0.67378 3.68104 3.00486
H 0.54062 3.27563 4.72781
C 1.22313 -1.55397 0.06168
H -0.37797 1.87416 4.15097
Pd 0.85113 0.96080 1.61640
O 0.74047 -0.42628 3.03038
H 1.76912 -2.79961 -1.69768
N 0.65966 -0.97774 -1.96715
H 1.39018 -1.10283 -3.92536
C -1.50954 -2.66524 -3.32156
H 0.02621 1.87619 -2.05022
C 2.24207 3.25078 2.47403
H -2.92600 -5.60653 -4.31677
C -0.59455 1.16346 -1.50765
N 0.25344 -3.12514 -4.60973
C 2.14446 1.28432 4.01620
O 3.42668 2.01025 0.80022
H -2.34734 -1.24004 -1.90487
C -2.47062 -2.17218 -2.43898
H 3.19596 3.37797 2.98014
C -2.80878 -4.66387 -3.80052
O 1.31319 2.71732 0.35501
O 1.82470 -0.89490 4.92778
N 0.50965 -0.37597 0.12056
C 0.18479 -0.04002 -1.11506
C -3.59262 -2.95195 -2.26480
H -0.18940 4.65698 2.89566
C 1.52836 -0.14303 4.03164
H -0.30774 3.27936 1.14009
H -1.45628 0.89528 -2.12161
C 0.20339 2.74039 3.83228
*
```

The HOMO energy comes out at -0.3453 Ha.

Atom charges from the Löwdin analysis, given in e for atoms 1 to 4: 0.108, 0.069, -0.261, 0.071

---

Most stable structure: (i)

---

(i)
Molecular formula: C2H9N2S
Method: DFT, ωB97M-V/def2-TZVPD

```
! RIJCOSX wB97M-V def2-TZVPD def2/J DEFGRID3
* xyz -1 1
C -1.62233 1.01460 1.48460
H 3.05357 -1.29562 -3.24898
H -1.67714 -0.65232 2.78261
H -0.25604 0.52426 0.06132
H -0.17074 -0.16694 2.28815
N -1.08338 0.14593 2.59249
H -1.01834 1.88031 1.71282
H -2.68586 1.14491 1.61739
H 2.95433 -0.24867 -1.83165
H -1.61543 -0.23654 -0.21193
H 1.78426 -0.04077 -3.13804
S 1.23744 -1.93103 -1.68125
N -1.26222 0.64470 0.15003
C 2.36189 -0.78282 -2.57756
*
```

The HOMO energy comes out at -0.0827 Ha.

Atom charges from the Löwdin analysis, given in e for atoms 1 to 4: -0.373, -0.027, 0.035, 0.034

---

(ii)
Molecular formula: C2H9N2S
Method: DFT, ωB97M-V/def2-TZVPD

```
! RIJCOSX wB97M-V def2-TZVPD def2/J DEFGRID3
* xyz -1 1
H -0.45252 -0.14290 0.11032
H -0.54054 0.17520 -2.31558
H -1.80479 0.68939 0.37203
H 1.42365 -0.85058 2.05337
H 2.01215 -2.08237 0.84795
H 2.09505 -2.37823 2.54005
N -0.81029 0.80627 0.23480
S -0.23034 -2.54295 1.44949
H -0.82619 2.61634 -0.97434
H 0.71556 1.74872 -0.89689
N -0.83360 1.14087 -2.18267
H -1.84322 1.09504 -2.19028
C -0.36335 1.63330 -0.82133
C 1.45844 -1.90811 1.77308
*
```

The HOMO energy comes out at -0.0833 Ha.

Atom charges from the Löwdin analysis, given in e for atoms 1 to 4: -0.011, 0.041, 0.057, -0.026

---

Most stable structure: (i)